No. 1
Here is the molecule C3H6ClOP in a non-equilibrium geometry from the Open Molecules 2025 dataset. Energies are from wB97M-V/def2-TZVPD.

net charge: 0
energy relative to the best compared isomer or geometry (same formula, charge and spin): 207.5 kJ/mol
maximum force: 4.53 eV/Å
LUMO level (spin up / spin down): -1.73 / -1.28 eV
total energy: -27065.2001 eV
multiplicity: 1

Each line ends with the natural charge from an NBO analysis.
Cartesian coordinates (Å):
C -0.57350 0.95892 0.82171  -0.754
C -0.66730 -0.98056 -0.89300  -0.722
C 0.03908 0.01628 -0.04027  -0.004
O 2.21656 1.38065 0.50551  -1.070
P 1.72204 0.42129 -0.48524  1.322
Cl 2.06240 -1.50577 -0.02210  -0.323
H -1.63919 0.59781 0.95396  0.212
H -0.59363 2.02870 0.41692  0.305
H 0.00892 0.90277 1.81589  0.288
H -0.45261 -1.97520 -0.46065  0.270
H -0.31456 -1.05816 -1.86785  0.261
H -1.80820 -0.78672 -0.74490  0.214

No. 2
Here is a structure of composition C11H12N3O6Os from the Open Molecules 2025 dataset. Energies are from wB97M-V/def2-TZVPD.

net charge: +3
maximum force: 0.87 eV/Å
LUMO level (spin up / spin down): -11.73 / -12.85 eV
total energy: -30789.9571 eV
multiplicity: 5

Each line ends with the Löwdin charge.
Cartesian coordinates (Å):
Os 0.14677 0.41405 -0.16483  1.740
O 2.32691 -0.07854 -3.61607  0.286
C 1.84229 0.01888 -2.43570  -0.377
O 0.62232 -0.00914 -2.16541  -0.032
C 2.83722 0.14349 -1.31998  -0.109
C 4.21928 0.12519 -1.36746  0.119
C 4.90568 0.21528 -0.15574  0.086
C 4.21676 0.29603 1.06038  0.105
C 2.83596 0.30655 1.01959  -0.121
N 2.19377 0.24869 -0.15442  -0.033
C 1.82494 0.31439 2.12365  -0.353
O 2.08597 0.36085 3.37338  0.300
O 0.60767 0.22516 1.79827  -0.072
H 1.63380 -0.16494 -4.30548  0.207
H 4.74441 0.03941 -2.31102  0.163
H 5.98903 0.20790 -0.15053  0.157
H 4.77072 0.34159 1.99032  0.154
H 3.03094 0.42125 3.60604  0.185
C -4.44466 -1.23615 0.95290  0.047
C -3.13117 -0.70990 0.50255  -0.185
N -1.94030 -1.30792 0.70622  0.053
O -2.09287 -2.42017 1.39395  0.118
C -3.03406 0.50042 -0.24308  -0.156
C -4.15417 1.32794 -0.72814  0.056
N -1.75496 0.86087 -0.45305  -0.256
O -1.35896 1.88288 -1.09449  0.020
H -4.35196 -1.98098 1.73543  0.105
H -4.93973 -1.69689 0.09016  0.137
H -5.06630 -0.41189 1.30306  0.117
H -1.21790 -2.83521 1.49434  0.163
H -4.91337 0.69272 -1.18826  0.128
H -3.81646 2.08524 -1.43063  0.108
H -4.61756 1.82293 0.13406  0.140

No. 3
Here is the molecule C2H4N2OS2 in a non-equilibrium geometry from the Open Molecules 2025 dataset. Energies are from wB97M-V/def2-TZVPD.

net charge: 0
energy relative to the best compared isomer or geometry (same formula, charge and spin): 337.9 kJ/mol
maximum force: 2.19 eV/Å
LUMO level: -0.12 eV
total energy: -28833.5811 eV
multiplicity: 1

Each line ends with the natural charge from an NBO analysis.
Cartesian coordinates (Å):
C -0.09454 1.61487 1.76262  -0.073
N 0.26612 1.14960 0.66312  -0.472
S -1.12940 0.51734 -0.28442  0.409
C -0.30199 -0.41624 -1.47077  -0.169
S -0.71379 -0.19830 -3.04838  -0.081
N 0.72452 -1.18412 -1.02543  -0.287
O 0.82287 -1.56316 0.26863  -0.515
H -1.16656 1.76553 1.92773  0.148
H 0.59624 2.10060 2.41014  0.189
H 0.96836 -1.82254 -1.76756  0.385
H 0.02818 -1.96358 0.56432  0.465

No. 4
Here is the ion C6H14NO with charge +1 in a non-equilibrium geometry from the Open Molecules 2025 dataset. Energies are from wB97M-V/def2-TZVPD.

net charge: +1
energy relative to the best compared isomer or geometry (same formula, charge and spin): 186.8 kJ/mol
maximum force: 3.96 eV/Å
LUMO level: -3.48 eV
total energy: -9978.3087 eV
multiplicity: 1

Each line ends with the natural charge from an NBO analysis.
Cartesian coordinates (Å):
C -2.11963 1.83742 -0.86094  -0.365
C -1.57759 0.88826 -0.09097  -0.008
C -2.33672 0.26666 1.04440  -0.652
C -0.33087 0.21339 -0.55345  -0.463
C 0.78076 -0.02870 0.42739  -0.044
N 2.20380 0.58822 0.20013  -0.690
C 1.05325 -1.56575 0.47250  -0.071
O 1.74136 -1.84872 -0.73783  -0.742
H -1.81481 2.55943 -1.61009  0.223
H -3.18537 1.99362 -0.70166  0.199
H -3.22005 0.84534 1.24178  0.248
H -1.61902 0.15280 1.85077  0.205
H -2.74975 -0.73802 0.94662  0.228
H -0.76203 -0.76488 -0.91928  0.245
H 0.17052 0.73618 -1.38923  0.228
H 0.68510 0.22105 1.49413  0.222
H 2.99634 -0.04560 0.33972  0.456
H 2.29830 0.77191 -0.80843  0.446
H 2.30265 1.46191 0.71071  0.446
H 0.12863 -2.13139 0.52154  0.209
H 1.65311 -1.74510 1.37327  0.176
H 1.27353 -2.56405 -1.17918  0.504

No. 5
Here is a structure of composition H2O4PS in a non-equilibrium geometry from the Open Molecules 2025 dataset. Energies are from wB97M-V/def2-TZVPD.

net charge: -1
energy relative to the best compared isomer or geometry (same formula, charge and spin): 272.5 kJ/mol
maximum force: 7.09 eV/Å
LUMO level: 4.13 eV
total energy: -28345.5792 eV
multiplicity: 1

Each line ends with the natural charge from an NBO analysis.
Cartesian coordinates (Å):
O -1.00961 0.42997 1.29725  -0.959
O 0.05933 1.55646 -0.91866  -1.015
O -2.24872 -0.01952 -0.75913  -0.956
O -0.08771 -1.07401 -0.54915  -0.959
P 1.52740 -0.66972 -0.22389  0.492
S -1.00336 0.20385 -0.10118  2.412
H 1.53954 -1.13386 1.21283  -0.095
H 1.22312 0.70682 0.04192  0.078

No. 6
Here is a cluster of 6 separate species, C21H39F9O15S3 in total in a non-equilibrium geometry from the Open Molecules 2025 dataset. Energies are from wB97M-V/def2-TZVPD.

net charge: 0
energy relative to the best compared isomer or geometry (same formula, charge and spin): 223.0 kJ/mol
maximum force: 5.05 eV/Å
LUMO level: 0.06 eV
total energy: -110081.6521 eV
multiplicity: 1

Each line ends with the Löwdin charge.
Cartesian coordinates (Å):
C 1.56099 1.19175 2.30773  -0.020
C 0.45084 0.23572 1.67473  -0.182
O 0.85412 -0.31054 0.41420  -0.019
C 0.68056 0.39872 -0.77134  -0.303
O 0.29320 1.55143 -0.82936  0.152
C 0.95451 -0.41850 -2.07224  -0.551
F 0.91381 -1.76987 -1.85060  0.138
F 0.02401 -0.10649 -2.95882  0.189
F 2.14094 -0.09642 -2.52234  0.174
H 1.98685 1.78510 1.49860  0.071
H 2.34614 0.58999 2.76545  0.071
H 1.21903 1.89544 3.06666  0.065
H -0.55823 0.62792 1.54808  0.092
H 0.32099 -0.62436 2.33162  0.107
C -0.06793 -4.35529 4.97875  -0.048
C -0.40772 -2.92776 4.59768  -0.195
O -1.63055 -2.56723 5.23369  0.024
C -1.63780 -1.81753 6.29354  -0.356
O -0.68346 -1.28353 6.88572  0.101
C -3.12196 -1.52186 6.75395  -0.554
F -3.35450 -0.20645 6.57185  0.152
F -3.96755 -2.25415 6.06238  0.190
F -3.20032 -1.78661 8.05074  0.178
H 0.71695 -4.85915 4.41468  0.078
H -0.89277 -5.06765 4.96252  0.086
H 0.37165 -4.39826 5.97525  0.081
H -0.43776 -2.74449 3.52363  0.108
H 0.33220 -2.19562 4.92109  0.119
C -0.88364 2.00418 6.07337  -0.065
C -2.06439 2.58849 5.35166  -0.210
O -1.68274 2.78449 3.96603  -0.027
C -2.52600 3.54978 3.13285  -0.305
O -3.65665 3.87077 3.47053  0.152
C -1.98393 3.80910 1.74237  -0.481
F -0.63019 3.65016 1.80773  0.143
F -2.60793 2.93725 0.87542  0.129
F -2.34664 5.04403 1.35800  0.172
H -1.17578 1.88278 7.11645  0.087
H -0.07495 2.73498 6.06508  0.082
H -0.55451 1.02388 5.72872  0.065
H -2.35353 3.50840 5.85985  0.131
H -2.88846 1.87956 5.27146  0.110
C 2.43984 3.14469 -4.18386  -0.080
C 1.86696 2.46945 -5.39768  -0.243
O 2.50070 3.24005 -6.48648  -0.282
S 1.72743 3.47011 -7.93736  0.697
C 1.78099 1.78720 -8.66385  -0.106
O 0.27044 3.64982 -7.64364  -0.346
O 2.43340 4.45185 -8.76792  -0.292
H 3.52437 3.13323 -4.29228  0.063
H 2.28736 2.64664 -3.22637  0.075
H 2.04030 4.15883 -4.18703  0.095
H 2.13459 1.41283 -5.40129  0.099
H 0.79233 2.62582 -5.30379  0.120
H 1.38934 1.06271 -7.94982  0.065
H 2.83977 1.61005 -8.85271  0.066
H 1.19715 1.82449 -9.58354  0.071
C 4.19554 -3.99492 -3.53279  -0.060
C 4.76898 -2.64387 -3.07570  -0.293
O 5.39658 -2.12704 -4.22867  -0.273
S 4.69687 -0.86092 -5.06671  0.737
C 5.19030 0.58886 -4.07381  -0.088
O 5.35314 -0.85409 -6.43486  -0.320
O 3.22739 -0.97520 -4.95147  -0.334
H 3.35805 -3.86349 -4.21793  0.078
H 3.82921 -4.48071 -2.62840  0.077
H 4.97706 -4.57830 -4.01962  0.083
H 3.98100 -2.05245 -2.60944  0.101
H 5.53281 -2.80117 -2.31417  0.122
H 5.33708 0.23601 -3.05300  0.069
H 4.44644 1.38354 -4.01657  0.033
H 6.07047 1.03669 -4.53517  0.075
C -6.53937 -1.51476 0.05093  -0.061
C -5.68092 -2.37017 1.05932  -0.268
O -5.18856 -1.54042 2.11983  -0.259
S -3.49165 -1.45174 2.35669  0.740
C -2.78445 -0.77009 0.77862  -0.076
O -3.33721 -0.43634 3.46892  -0.317
O -3.03464 -2.82707 2.47028  -0.299
H -7.02080 -2.17354 -0.67180  0.072
H -5.96797 -0.81314 -0.55681  0.064
H -7.30540 -0.87999 0.49633  0.073
H -6.23552 -3.22049 1.45614  0.118
H -4.90894 -2.83795 0.44832  0.099
H -3.14416 -1.36809 -0.05870  0.067
H -1.72735 -1.02692 0.84689  0.043
H -2.99584 0.29781 0.72364  0.067

Q: What is the formula in the second record?
A: C11H12N3O6Os

What did the first record say?
Here is the molecule C3H6ClOP in a non-equilibrium geometry from the Open Molecules 2025 dataset. Energies are from wB97M-V/def2-TZVPD.

net charge: 0
energy relative to the best compared isomer or geometry (same formula, charge and spin): 207.5 kJ/mol
maximum force: 4.53 eV/Å
LUMO level (spin up / spin down): -1.73 / -1.28 eV
total energy: -27065.2001 eV
multiplicity: 1

Each line ends with the natural charge from an NBO analysis.
Cartesian coordinates (Å):
C -0.57350 0.95892 0.82171  -0.754
C -0.66730 -0.98056 -0.89300  -0.722
C 0.03908 0.01628 -0.04027  -0.004
O 2.21656 1.38065 0.50551  -1.070
P 1.72204 0.42129 -0.48524  1.322
Cl 2.06240 -1.50577 -0.02210  -0.323
H -1.63919 0.59781 0.95396  0.212
H -0.59363 2.02870 0.41692  0.305
H 0.00892 0.90277 1.81589  0.288
H -0.45261 -1.97520 -0.46065  0.270
H -0.31456 -1.05816 -1.86785  0.261
H -1.80820 -0.78672 -0.74490  0.214

Q: net charge of number 4 (C6H14NO)?
A: +1

Q: What is the maximum force in the fourth record?
A: 3.96 eV/Å